Entry 1:
ORCA calculation (ωB97M-V with the def2-TZVPD basis set) on a single C6H10NOP molecule at a distorted geometry.

Each line ends with the natural charge from an NBO analysis.
Positions of all 19 atoms, in Å:
C  2.93095  1.11675  2.60941  -0.33
C  1.18895  0.18919  0.73976  -0.26
C  -0.80199  1.23286  -0.16883  -0.58
C  -0.84275  -1.15908  0.60948  -0.58
C  0.46374  -0.52999  -1.45981  -0.58
C  0.00573  -0.06927  -0.06355  -0.24
N  1.88521  1.58713  3.09257  0.09
O  0.72791  1.50120  2.69346  -0.31
P  2.76739  0.09931  1.02254  0.62
H  3.90101  1.27057  3.04351  0.23
H  -1.67663  1.08213  -0.79714  0.21
H  -1.11892  1.53852  0.82414  0.23
H  -0.19618  2.02877  -0.60075  0.22
H  -1.65676  -1.45937  -0.04784  0.21
H  -1.26032  -0.77705  1.53744  0.22
H  -0.23780  -2.03664  0.83670  0.21
H  1.21748  0.15063  -1.84993  0.22
H  -0.37980  -0.54487  -2.14855  0.21
H  0.88923  -1.53020  -1.41329  0.21

- max |F| (eV Å⁻¹) = 1.674
- E_tot (hartree) = -705.8053
- relative energy (zero: lowest compared OMol25 entry of this formula, charge and spin) (eV) = 3.969
- SMILES = CC(C)(C)C#P=CN=O
- frontier orbital gap (spin up / spin down) (eV) = 8.564 / 8.017
- HOMO (spin up / spin down) (Ha) = -0.331 / -0.313
- multiplicity = 1

Entry 2:
ORCA calculation (ωB97M-V with the def2-TZVPD basis set) on 15 unconnected molecules or ions with the total composition C6H30O18 at a distorted geometry.

Each line ends with the natural charge from an NBO analysis.
Positions of all 54 atoms, in Å:
C  -1.02382  -1.05028  -0.20987  -0.53
C  0.12036  -1.24779  -1.00074  0.43
C  1.30540  -0.31471  -0.91980  0.45
O  2.31543  -0.52857  -1.63756  -0.77
C  1.22539  0.82442  -0.12048  -0.54
C  0.13081  1.00995  0.73604  0.42
C  -1.06405  0.01334  0.71132  0.52
O  -1.93900  0.23095  1.57522  -0.75
O  0.08877  1.92308  1.59413  -0.76
O  0.05840  -2.12952  -1.89185  -0.72
H  -1.93010  -1.62833  -0.25457  0.17
H  2.02843  1.54569  -0.04488  0.21
O  2.33000  0.82366  3.16828  -0.97
H  2.88599  1.60030  3.28282  0.47
H  1.72224  1.07061  2.45217  0.50
O  -0.56978  3.62395  -0.97028  -0.95
H  0.20683  3.78462  -1.51339  0.46
H  -0.22084  3.18840  -0.18175  0.48
O  -0.37996  4.41940  2.47996  -0.97
H  -0.56989  3.53710  2.11242  0.50
H  -1.09093  4.55312  3.11239  0.46
O  3.26726  1.97858  -2.73348  -0.97
H  4.15503  1.62712  -2.63188  0.46
H  2.70342  1.28430  -2.35040  0.50
O  -0.95467  1.45653  4.25143  -0.98
H  -0.12471  1.17886  4.65013  0.46
H  -0.78790  1.36176  3.29460  0.50
O  -2.25923  -2.58581  -3.68942  -0.97
H  -2.22350  -3.50683  -3.95920  0.45
H  -1.49372  -2.48010  -3.09993  0.50
O  4.29199  -2.60299  -1.44721  -0.97
H  4.18075  -3.03615  -2.29726  0.45
H  3.78946  -1.77474  -1.53641  0.50
O  2.48671  -0.73414  -4.67880  -0.96
H  1.98076  0.08283  -4.67353  0.47
H  2.75667  -0.84028  -3.75670  0.49
O  4.00433  3.25237  1.31977  -0.94
H  4.76821  3.64205  0.88633  0.46
H  4.01180  2.32775  1.04730  0.48
O  -3.07990  2.70999  2.31837  -0.97
H  -3.55590  2.15162  2.93635  0.45
H  -2.39306  2.11553  1.96259  0.50
O  -2.36836  -3.89851  0.90315  -0.95
H  -2.17914  -3.19585  0.27131  0.48
H  -1.51646  -4.07840  1.30993  0.47
O  -5.38866  -2.50724  0.02300  -0.97
H  -4.59262  -2.99590  -0.20390  0.47
H  -5.12170  -1.92337  0.75112  0.50
O  -4.57156  -0.41159  1.84095  -1.00
H  -3.63793  -0.29990  1.54112  0.51
H  -4.74082  0.38505  2.34596  0.46
O  0.97907  -5.03593  -2.43969  -0.97
H  1.68320  -4.40489  -2.61559  0.48
H  0.30151  -4.49113  -2.01959  0.49

- net charge = -2
- max |F| (eV Å⁻¹) = 2.933
- E_tot (hartree) = -1601.0784
- relative energy (zero: lowest compared OMol25 entry of this formula, charge and spin) (eV) = 0.058
- frontier orbital gap (eV) = 7.139
- HOMO (Ha) = -0.104
- multiplicity = 1

Entry 3:
ORCA calculation (ωB97M-V with the def2-TZVPD basis set) on a single C4H4O2 molecule.

Each line ends with the natural charge from an NBO analysis.
Positions of all 10 atoms, in Å:
O  0.79501  -1.66525  -1.79282  -0.69
C  -0.20618  -0.91860  -1.23317  0.23
C  -0.60360  0.69530  0.31236  0.20
O  0.32795  -0.08838  -0.15461  -0.47
C  -0.23986  1.32514  1.53557  -0.19
C  -0.28875  1.84020  2.63303  -0.13
H  1.35277  -1.09253  -2.33340  0.48
H  -0.90895  -1.60154  -0.75759  0.17
H  -0.72950  -0.24508  -1.92202  0.16
H  -0.33204  2.28615  3.60170  0.24

- max |F| (eV Å⁻¹) = 0.528
- E_tot (hartree) = -305.1226
- relative energy (zero: lowest compared OMol25 entry of this formula, charge and spin) (eV) = 4.270
- frontier orbital gap (eV) = 8.495
- HOMO (Ha) = -0.319
- multiplicity = 1

Entry 4:
ORCA calculation (ωB97M-V with the def2-TZVPD basis set) on 2 unconnected molecules or ions with the total composition C3H10OS2 at a distorted geometry.

Each line ends with the natural charge from an NBO analysis.
Positions of all 16 atoms, in Å:
S  -0.31623  -3.34760  -1.34792  -0.12
S  -2.29159  -3.93535  -0.92151  -0.15
H  -0.54916  -2.56437  -2.42237  0.14
H  -2.44101  -3.36216  0.35856  0.14
C  -0.70624  0.69010  -0.31987  -0.63
C  0.59003  0.72992  0.53257  0.10
C  1.01354  2.15597  0.91538  -0.64
O  1.65819  0.07744  -0.20945  -0.73
H  -0.90353  -0.33747  -0.68719  0.22
H  -0.69916  1.39025  -1.15566  0.21
H  -1.56219  0.95534  0.33198  0.21
H  0.43002  0.12257  1.43266  0.16
H  0.13614  2.74402  1.23592  0.21
H  1.52489  2.65601  0.07386  0.22
H  1.71760  2.08709  1.77349  0.20
H  2.39871  -0.06176  0.40956  0.46

- max |F| (eV Å⁻¹) = 1.522
- E_tot (hartree) = -991.8903
- relative energy (zero: lowest compared OMol25 entry of this formula, charge and spin) (eV) = 0.581
- SMILES = CC(C)O.SS
- frontier orbital gap (eV) = 9.490
- HOMO (Ha) = -0.337
- multiplicity = 1

Question: Look up the max |F| of the third one.
Answer: 0.528 eV Å⁻¹

Question: Which of these has the highest E_tot?
Answer: C4H4O2

Question: Which value of E_tot does entry 3 give?
Answer: -305.1226 hartree

Question: Which value of relative energy (zero: lowest compared OMol25 entry of this formula, charge and spin) does entry 4 give?
Answer: 0.581 eV